(1)
The following is a DFT calculation (wB97M-V/def2-TZVPD) of a cluster of 10 separate species, C34H58N2O8 in total in a non-equilibrium geometry.

Geometry as ORCA input:
```
! wB97M-V def2-TZVPD RIJCOSX def2/J DEFGRID3
* xyz 0 1
C 1.584 -3.549 -2.630
C 2.134 -4.817 -2.739
C 1.281 -5.885 -2.942
N -0.035 -5.776 -3.047
C -0.549 -4.556 -2.902
C 0.213 -3.419 -2.673
H 2.226 -2.699 -2.433
H 3.207 -4.948 -2.702
H 1.664 -6.899 -3.009
H -1.632 -4.481 -2.945
H -0.292 -2.486 -2.467
C 0.824 1.037 4.183
C 0.748 2.358 4.576
C 1.254 3.326 3.720
N 1.846 3.032 2.562
C 1.931 1.759 2.194
C 1.407 0.729 2.963
H 0.452 0.258 4.840
H 0.338 2.630 5.540
H 1.197 4.375 3.989
H 2.470 1.576 1.269
H 1.588 -0.295 2.662
C -3.639 -3.290 -0.015
C -4.437 -3.098 1.260
C -5.755 -2.377 1.151
O -4.031 -3.449 2.338
H -3.891 -4.250 -0.463
H -2.577 -3.137 0.161
H -3.984 -2.511 -0.704
H -5.509 -1.317 1.014
H -6.278 -2.468 2.101
H -6.413 -2.687 0.341
C -4.448 4.007 1.686
C -3.177 4.126 2.499
C -1.906 3.556 1.940
O -3.202 4.693 3.565
H -4.770 2.962 1.684
H -4.317 4.321 0.650
H -5.195 4.629 2.172
H -1.105 3.647 2.664
H -1.662 4.077 1.010
H -2.068 2.509 1.663
C 1.924 3.945 -2.893
C 1.804 3.304 -1.531
C 0.748 3.896 -0.632
O 2.355 2.254 -1.294
H 1.107 3.563 -3.511
H 2.836 3.585 -3.372
H 1.914 5.031 -2.861
H 0.464 3.255 0.196
H -0.110 4.121 -1.270
H 1.100 4.827 -0.177
C 5.600 -2.047 -3.198
C 4.421 -1.127 -3.353
C 3.860 -0.519 -2.094
O 3.931 -0.898 -4.432
H 6.467 -1.512 -2.808
H 5.878 -2.482 -4.159
H 5.346 -2.881 -2.539
H 3.662 -1.229 -1.297
H 2.969 0.045 -2.360
H 4.568 0.231 -1.727
C 2.298 1.027 -6.189
C 0.938 1.042 -5.550
C 0.440 -0.232 -4.893
O 0.261 2.043 -5.504
H 2.657 0.020 -6.353
H 2.977 1.533 -5.493
H 2.344 1.635 -7.092
H -0.588 -0.369 -5.243
H 0.403 -0.048 -3.821
H 0.991 -1.117 -5.194
C -4.438 1.834 5.099
C -4.988 0.861 4.088
C -6.452 0.532 4.199
O -4.291 0.350 3.245
H -4.475 1.361 6.083
H -5.004 2.766 5.089
H -3.399 2.070 4.878
H -6.703 -0.316 3.568
H -7.032 1.389 3.840
H -6.728 0.361 5.239
C 3.103 -2.333 1.239
C 4.318 -1.493 1.573
C 5.407 -2.162 2.374
O 4.465 -0.389 1.106
H 2.773 -2.918 2.096
H 3.354 -2.995 0.407
H 2.302 -1.690 0.882
H 5.069 -2.574 3.323
H 6.212 -1.455 2.562
H 5.798 -2.968 1.744
C -0.178 0.290 -0.661
C -0.635 -0.821 0.235
C -1.560 -0.455 1.369
O -0.225 -1.955 0.118
H -1.039 0.660 -1.231
H 0.610 -0.040 -1.333
H 0.172 1.150 -0.091
H -1.886 -1.383 1.841
H -2.500 -0.042 0.981
H -1.103 0.253 2.053
*
```

Values from the calculation:
- Strongest force on any atom: 0.0251 hartree/bohr
- HOMO-LUMO gap: 9.8 eV
- HOMO: -9.39 eV
- Structure (SMILES): c1ccncc1.c1ccncc1.CC(C)=O.CC(C)=O.CC(C)=O.CC(C)=O.CC(C)=O.CC(C)=O.CC(C)=O.CC(C)=O
- Relative energy (zero: lowest compared OMol25 entry of this formula, charge and spin): 0.000 eV



(2)
The following is a DFT calculation (wB97M-V/def2-TZVPD) of an isolated molecule of C17H13NO5 in a non-equilibrium geometry.

Geometry as ORCA input:
```
! wB97M-V def2-TZVPD RIJCOSX def2/J DEFGRID3
* xyz 0 1
C -1.096 -3.139 3.510
C -1.892 -2.163 2.809
C -3.137 -1.909 3.186
O -3.773 -2.585 3.890
C -3.840 -0.783 2.423
C -3.283 -0.125 1.283
C -1.887 -0.250 0.979
C -1.360 0.398 -0.105
O -1.249 1.605 -0.167
C -0.462 -0.483 -1.260
N 0.389 0.233 -1.837
C 1.582 0.739 -0.763
O 1.610 0.334 0.250
C 2.429 1.718 -1.675
C 3.432 2.304 -1.394
C 4.185 3.064 -2.375
C 3.718 2.887 -3.540
C 2.557 2.440 -3.900
C 1.930 1.561 -3.042
C 0.778 0.979 -2.932
O -0.032 0.615 -3.790
C -1.213 -1.140 1.667
O 0.197 -1.736 1.417
H -0.111 -3.196 2.992
H -1.084 -2.986 4.455
H -1.375 -4.193 3.396
H -3.207 -3.191 4.400
H -4.709 -0.594 2.764
H -3.709 0.847 0.974
H -1.208 -0.596 -1.929
H -0.321 -1.277 -0.873
H 3.838 2.234 -0.450
H 5.092 3.452 -2.074
H 4.361 3.339 -4.421
H 2.158 2.537 -4.888
H 0.690 -0.937 1.018
*
```

Values from the calculation:
- Strongest force on any atom: 0.3201 hartree/bohr
- HOMO-LUMO gap: 7.5 eV
- HOMO: -8.35 eV
- Structure (SMILES): Cc1c(O)ccc(C(=O)CN2C(=O)c3ccccc3C2=O)c1O
- Relative energy (zero: lowest compared OMol25 entry of this formula, charge and spin): 9.461 eV



(3)
The following is a DFT calculation (wB97M-V/def2-TZVPD) of an isolated molecule of C4H7NS2 in a non-equilibrium geometry.

Geometry as ORCA input:
```
! wB97M-V def2-TZVPD RIJCOSX def2/J DEFGRID3
* xyz 0 1
C 2.368 -1.154 0.350
S 1.723 0.346 -0.335
C 0.016 0.386 -0.008
S -0.802 1.810 0.208
C -0.735 -0.935 -0.149
C -2.128 -0.979 -0.661
N -1.805 -1.185 0.728
H 2.647 -0.917 1.368
H 3.285 -1.367 -0.213
H 1.676 -1.969 0.213
H -0.066 -1.768 -0.422
H -2.584 -0.034 -0.978
H -2.430 -1.907 -1.213
H -1.778 -2.155 0.987
*
```

Values from the calculation:
- Strongest force on any atom: 0.0508 hartree/bohr
- HOMO-LUMO gap: 8.3 eV
- HOMO: -8.51 eV
- Structure (SMILES): CSC(=S)[C@@H]1CN1
- Relative energy (zero: lowest compared OMol25 entry of this formula, charge and spin): 1.766 eV



(4)
The following is a DFT calculation (wB97M-V/def2-TZVPD) of a cluster of 2 separate species, C3H9NO2P in total in a non-equilibrium geometry.

Geometry as ORCA input:
```
! wB97M-V def2-TZVPD RIJCOSX def2/J DEFGRID3
* xyz -1 1
C 0.652 -1.093 -0.825
C -1.483 -1.853 -1.571
C 1.576 1.820 2.014
N -0.809 -1.144 -0.716
O -2.716 0.971 -1.252
O -1.836 0.913 1.096
P -1.583 0.696 -0.350
H 1.137 -0.504 0.001
H 1.174 -2.043 -0.716
H 0.985 -0.492 -1.641
H 2.472 1.674 2.675
H -0.979 -2.181 -2.505
H -2.478 -2.118 -1.270
H 1.845 1.246 1.046
H 0.724 1.293 2.251
H 1.318 2.817 1.763
*
```

Values from the calculation:
- Strongest force on any atom: 0.0799 hartree/bohr
- HOMO-LUMO gap (alpha / beta): 6.3 / 6.1 eV
- HOMO (alpha / beta): -2.43 / -2.26 eV
- Relative energy (zero: lowest compared OMol25 entry of this formula, charge and spin): 2.760 eV